C42H83FN4O5 | ωB97M-V/def2-TZVPD

Calculated values
HOMO level (alpha / beta), eV: -7.57 / -8.92
Frontier orbital gap (alpha / beta), eV: 8.04 / 9.34
2S+1: 5
DFT total energy, eV: -63809.782

Cartesian coordinates (Å):
C: -4.6458 -2.8830 0.4833
C: -4.1809 -1.5559 1.0952
C: -4.4264 -1.3772 2.6007
O: -3.2610 -1.2432 3.3925
C: -2.4752 -2.3632 3.8185
C: -1.0392 -1.8387 3.8108
F: -0.9480 -0.8041 4.7616
C: -0.5497 -1.2976 2.4864
C: 0.9603 -1.0999 2.4338
C: -2.9637 -2.7169 5.2239
C: -2.3780 -3.9678 5.8866
C: -0.9739 -3.7485 6.4764
C: -3.3119 -4.3924 7.0159
N: -2.3409 -5.0891 4.9073
O: -1.9839 -6.2183 5.3838
C: -2.0717 -4.9200 3.4514
C: -0.5569 -5.0541 3.1574
C: -2.8126 -6.0591 2.7503
C: -2.6726 -3.6022 2.9442
H: -5.4084 -3.3604 1.1048
H: -5.0869 -2.7286 -0.5020
H: -3.8342 -3.6000 0.3571
H: -3.1152 -1.3966 0.9149
H: -4.6897 -0.7387 0.5817
H: -5.0807 -2.1731 2.9820
H: -4.9500 -0.4385 2.7797
H: -0.3676 -2.6142 4.1805
H: -1.0602 -0.3480 2.3192
H: -0.8649 -1.9635 1.6800
H: 1.4914 -1.9864 2.7925
H: 1.2688 -0.2563 3.0501
H: 1.2698 -0.9109 1.4069
H: -4.0468 -2.8451 5.1361
H: -2.8000 -1.8621 5.8792
H: -0.8933 -2.7442 6.8918
H: -0.7911 -4.4762 7.2675
H: -0.1835 -3.8699 5.7391
H: -2.9914 -5.3514 7.4172
H: -4.3403 -4.4810 6.6619
H: -3.2812 -3.6470 7.8134
H: -0.1232 -4.1413 2.7535
H: -0.3909 -5.8413 2.4223
H: -0.0114 -5.3387 4.0545
H: -2.3581 -7.0175 2.9929
H: -3.8579 -6.0867 3.0608
H: -2.7680 -5.9066 1.6695
H: -3.7512 -3.7507 2.8529
H: -2.2960 -3.4411 1.9325
C: 0.4278 1.9946 -3.7346
C: 0.5020 2.0633 -2.1970
C: 0.9797 3.4330 -1.6891
C: 2.4574 3.7030 -1.9328
C: 3.3138 2.5943 -1.3324
C: 2.9343 1.2045 -1.8613
N: 1.4496 1.0321 -1.6429
O: 1.1343 0.5881 -0.4876
C: 3.3351 1.0460 -3.3259
C: 3.6440 0.1098 -1.0696
C: -0.8889 1.7785 -1.6351
H: 0.7553 2.9273 -4.1968
H: 1.0235 1.1861 -4.1435
H: -0.6026 1.8156 -4.0426
H: 0.7873 3.4883 -0.6144
H: 0.3671 4.2089 -2.1540
H: 2.6610 3.8106 -3.0025
H: 2.7170 4.6574 -1.4706
H: 4.3742 2.7596 -1.5445
H: 3.1939 2.5945 -0.2447
H: 2.9359 0.1150 -3.7276
H: 4.4236 0.9799 -3.3683
H: 3.0305 1.8739 -3.9617
H: 3.4634 0.2049 -0.0026
H: 4.7164 0.1881 -1.2601
H: 3.3077 -0.8750 -1.3977
H: -1.2113 0.7705 -1.9016
H: -1.5838 2.4957 -2.0779
H: -0.9166 1.8749 -0.5535
C: -2.9589 7.5138 -0.9158
C: -1.9674 6.6919 -0.0705
C: -2.2667 6.7773 1.4362
C: -1.9275 8.1261 2.0557
C: -0.4715 8.4903 1.7894
C: -0.1262 8.4966 0.2932
N: -0.5481 7.1612 -0.2695
O: 0.3373 6.2460 -0.1775
C: -0.8014 9.6753 -0.4071
C: 1.3797 8.6295 0.0920
C: -2.0425 5.2348 -0.5132
H: -3.6872 8.0357 -0.2933
H: -2.4642 8.2463 -1.5434
H: -3.5086 6.8484 -1.5811
H: -1.6795 6.0016 1.9369
H: -3.3215 6.5308 1.5856
H: -2.5961 8.9047 1.6772
H: -2.0958 8.0768 3.1333
H: -0.2363 9.4773 2.1977
H: 0.1797 7.7673 2.2893
H: -0.6775 9.6097 -1.4888
H: -0.3105 10.5882 -0.0669
H: -1.8603 9.7698 -0.1811
H: 1.9248 7.8657 0.6381
H: 1.6909 9.6141 0.4460
H: 1.6354 8.5420 -0.9645
H: -1.7273 5.1379 -1.5528
H: -3.0781 4.8972 -0.4328
H: -1.4116 4.5945 0.0958
C: 1.3400 -5.0505 -3.0964
C: 1.8042 -3.9667 -4.0876
C: 1.9913 -4.5139 -5.5132
C: 3.2076 -5.4157 -5.6718
C: 4.4740 -4.6991 -5.2176
C: 4.3804 -4.1891 -3.7724
N: 3.1209 -3.3629 -3.6728
O: 3.2682 -2.1390 -4.0024
C: 4.4029 -5.3574 -2.7880
C: 5.5581 -3.2760 -3.4469
C: 0.7605 -2.8528 -4.1092
H: 1.2484 -6.0266 -3.5754
H: 2.0068 -5.1517 -2.2477
H: 0.3614 -4.7840 -2.6978
H: 2.0956 -3.6581 -6.1870
H: 1.0747 -5.0390 -5.7963
H: 3.0714 -6.3484 -5.1169
H: 3.3091 -5.6976 -6.7217
H: 5.3430 -5.3592 -5.2905
H: 4.6598 -3.8425 -5.8723
H: 4.1950 -5.0163 -1.7730
H: 5.4075 -5.7823 -2.8010
H: 3.7075 -6.1540 -3.0393
H: 5.6476 -2.4674 -4.1660
H: 6.4728 -3.8716 -3.4614
H: 5.4424 -2.8385 -2.4544
H: 0.6834 -2.3785 -3.1295
H: -0.2043 -3.3005 -4.3572
H: 0.9990 -2.0879 -4.8423